The following is a DFT calculation (wB97M-V/def2-TZVPD) of a molecular structure, C19H16F3InO3.

Results
Orbital gap   1.612 eV
Total charge   +2
Energy relative to the best compared isomer or geometry (same formula, charge and spin)   13.3 kcal/mol
HOMO energy   -13.079 eV

```
42
Properties=species:S:1:pos:R:3:nbo_charge:R:1
In -5.547 -18.903 17.661 0.9995
O -6.472 -18.599 24.229 -0.6280
C -6.365 -19.645 23.438 0.9145
O -6.708 -20.749 23.828 -0.3897
O -5.969 -19.506 22.298 -0.4227
H -6.981 -19.018 24.927 0.4969
F -12.125 -18.606 27.379 -0.2753
C -11.332 -17.539 27.252 0.4756
C -11.315 -16.590 28.297 -0.2615
C -10.671 -15.388 28.088 -0.1794
C -9.961 -15.131 26.906 -0.1263
C -10.103 -16.022 25.837 -0.1767
C -10.693 -17.265 26.057 -0.2849
H -11.874 -16.609 29.221 0.2558
H -10.590 -14.572 28.791 0.2393
H -9.565 -14.137 26.758 0.2300
H -9.641 -15.743 24.902 0.2307
H -10.758 -17.996 25.264 0.2414
F -5.929 -14.568 21.004 -0.3403
C -5.972 -13.222 21.419 0.4158
C -7.200 -12.699 21.862 -0.2338
C -7.231 -11.418 22.520 -0.2057
C -6.100 -10.732 22.742 -0.1827
C -4.897 -11.199 22.103 -0.1359
C -4.852 -12.422 21.490 -0.2999
H -8.084 -13.310 21.758 0.2290
H -8.152 -10.998 22.896 0.2318
H -6.115 -9.795 23.280 0.2360
H -3.972 -10.666 22.267 0.2336
H -3.903 -12.844 21.192 0.2393
F -6.720 -21.070 28.655 -0.2804
C -7.446 -21.027 29.795 0.4825
C -8.783 -21.209 29.684 -0.2860
C -9.590 -21.437 30.796 -0.1533
C -8.997 -21.265 32.029 -0.1070
C -7.643 -21.037 32.159 -0.2015
C -6.788 -20.876 31.072 -0.2134
H -9.238 -21.285 28.708 0.2431
H -10.580 -21.866 30.744 0.2465
H -9.645 -21.442 32.875 0.2395
H -7.136 -21.109 33.109 0.2469
H -5.717 -20.751 31.139 0.2566
```

The following is a DFT calculation (wB97M-V/def2-TZVPD) of 7 unconnected molecules or ions with the total composition C5H22NO8.

Results
Orbital gap   9.056 eV
Total charge   -1
Energy relative to the best compared isomer or geometry (same formula, charge and spin)   126.0 kcal/mol
HOMO energy   -5.751 eV

```
36
Properties=species:S:1:pos:R:3:nbo_charge:R:1
C 0.338 -0.013 2.030 -0.2354
N 1.233 0.889 1.256 -0.6904
C 1.079 2.309 1.430 0.5211
O 2.030 3.008 1.208 -0.6088
C -0.348 -1.038 1.069 -0.4418
C 0.253 -2.437 0.649 -0.4803
C 1.729 -2.596 1.208 -0.0672
O 2.552 -1.533 0.566 -0.7810
H 0.917 -0.539 2.870 0.1777
H -0.519 0.600 2.438 0.2298
H 2.142 0.518 0.979 0.4267
H 0.129 2.639 1.555 0.1510
H -0.557 -0.371 0.187 0.2340
H -1.388 -1.219 1.605 0.2208
H -0.256 -3.386 1.002 0.2015
H 0.059 -2.488 -0.422 0.2673
H 1.872 -2.474 2.295 0.1717
H 2.252 -3.447 0.798 0.1787
H -2.423 1.443 0.283 0.5024
H -3.022 2.166 1.414 0.4463
O -2.980 1.262 1.120 -0.9977
H -1.283 -1.689 -1.575 0.5109
H -0.489 -1.826 -2.933 0.4801
O -0.942 -2.395 -2.275 -1.0111
H 0.447 2.675 -1.730 0.4888
H -1.056 2.673 -2.327 0.5003
O -0.083 2.618 -2.582 -0.9945
H 2.019 -1.202 -0.220 0.4907
H 1.422 0.973 -2.694 0.4932
O 1.290 0.132 -2.217 -0.9905
H -1.546 0.861 -1.020 0.4877
H -0.169 1.588 -0.031 0.4375
O -0.965 1.889 -0.300 -1.1872
H -2.540 0.201 -2.174 0.4604
H 0.500 0.193 -1.670 0.4956
O -1.698 0.020 -1.789 -1.0883
```

The following is a DFT calculation (wB97M-V/def2-TZVPD) of 2 unconnected molecules or ions with the total composition C11H11BrSi.

Results
Orbital gap   8.058 eV
Total charge   0
HOMO energy   -8.150 eV

```
24
Properties=species:S:1:pos:R:3:nbo_charge:R:1
C 1.662 -2.531 1.379 -0.1986
C 1.702 -1.180 1.815 -0.2330
C -0.826 -1.167 -2.601 -0.2096
C 1.077 -2.895 0.214 -0.2131
C 1.046 -0.255 1.031 -0.1371
C -0.210 -2.196 -1.885 -0.2036
C -0.751 0.200 -2.149 -0.3323
C 0.536 -1.959 -0.650 -0.0270
C 0.466 -0.580 -0.194 -0.1916
C -0.230 0.381 -0.932 -0.0037
C -1.562 3.233 1.600 -1.1567
Si -0.378 3.035 0.149 1.0727
Br -1.159 4.078 -1.752 -0.3146
H 2.013 -3.424 1.946 0.2160
H 2.139 -1.087 2.762 0.2191
H -1.281 -1.548 -3.505 0.2211
H 0.910 -3.888 -0.151 0.2114
H 0.922 0.837 1.447 0.1998
H -0.273 -3.268 -2.281 0.2111
H -1.249 1.112 -2.603 0.2387
H -2.510 2.542 1.631 0.2695
H -1.070 3.046 2.568 0.2560
H -2.065 4.114 1.573 0.2475
H 1.093 3.402 0.590 -0.1418
```

The following is a DFT calculation (wB97M-V/def2-TZVPD) of a molecular structure, C25H46EuO3P2S.

Results
Multiplicity   7
Orbital gap (alpha / beta)   6.493 / 3.605 eV
Total charge   +1
Energy relative to the best compared isomer or geometry (same formula, charge and spin)   42.0 kcal/mol
HOMO energy (alpha / beta)   -8.864 / -8.859 eV

```
78
Properties=species:S:1:pos:R:3:mulliken_spin:R:1
Eu -2.426 0.792 -2.615 4.0458
C 2.006 1.167 0.509 0.3204
C 0.900 0.968 1.383 0.3453
C 1.825 -1.089 0.931 0.3807
C 2.585 -0.105 0.243 0.2945
C 0.787 -0.426 1.637 0.3268
C 2.472 2.438 -0.065 0.0272
H 1.852 3.276 0.269 -0.0042
H 2.429 2.392 -1.162 0.0235
H 3.514 2.640 0.221 0.0261
C 3.751 -0.330 -0.625 0.0148
H 4.589 0.319 -0.330 0.0218
H 3.506 -0.087 -1.670 0.0271
H 4.086 -1.371 -0.573 -0.0028
C 2.041 -2.549 0.878 0.0055
H 3.104 -2.781 0.761 0.0088
H 1.505 -3.002 0.030 0.0349
H 1.675 -3.029 1.792 0.0073
C -0.263 -1.078 2.447 -0.0108
H 0.109 -2.010 2.892 0.0078
H -1.147 -1.337 1.838 0.0456
H -0.602 -0.418 3.256 0.0042
C 0.032 2.017 1.951 0.0198
H 0.301 2.247 2.993 0.0422
H -1.018 1.701 1.953 0.0128
H 0.112 2.946 1.378 -0.0007
C -2.368 2.990 -2.960 -0.0323
C -2.444 4.146 -2.081 0.0048
C -3.323 4.065 -0.814 0.0030
C -3.112 2.809 0.053 -0.0012
C -3.190 1.498 -0.656 -0.0288
C -4.468 1.189 -1.408 0.0116
C -4.836 2.113 -2.661 -0.0067
C -3.725 2.647 -3.609 0.0032
H -4.389 4.156 -1.086 -0.0002
H -3.862 2.843 0.866 0.0001
H -3.116 4.938 -0.171 0.0002
H -4.129 3.557 -4.072 0.0008
H -1.558 3.025 -3.708 -0.0023
H -2.859 4.982 -2.683 -0.0046
H -3.583 1.942 -4.462 0.0005
H -5.562 1.544 -3.268 -0.0013
H -5.262 1.475 -0.704 -0.0008
H -5.398 2.966 -2.253 0.0010
H -2.135 2.883 0.556 -0.0043
H -2.858 0.665 -0.005 0.0049
P -0.863 5.426 -1.565 -0.0007
P -5.169 -0.942 1.190 0.0005
C -4.698 -0.344 -1.649 -0.0058
C -5.679 -0.964 -0.608 -0.0008
H -5.146 -0.499 -2.647 -0.0012
H -3.749 -0.932 -1.621 0.0088
H -6.636 -0.419 -0.647 0.0004
H -5.880 -2.017 -0.863 0.0001
C -4.305 -2.568 1.280 0.0003
H -4.538 -3.033 2.246 0.0002
H -3.221 -2.399 1.224 0.0018
H -4.612 -3.234 0.463 0.0001
C -6.763 -1.420 1.973 0.0000
H -7.463 -1.840 1.236 0.0000
H -7.198 -0.510 2.412 0.0000
H -6.565 -2.143 2.777 0.0000
C 0.058 5.202 -3.140 -0.0005
H 0.776 6.023 -3.241 0.0000
H -0.611 5.186 -4.010 0.0001
H 0.611 4.254 -3.090 0.0003
C -1.584 7.089 -1.823 -0.0004
H -0.776 7.782 -2.087 -0.0001
H -2.020 7.408 -0.868 0.0000
H -2.356 7.088 -2.601 0.0003
C 0.865 -1.384 -3.723 -0.0015
S 0.476 0.247 -3.088 0.0047
O 1.717 0.960 -2.871 0.0036
O -0.451 0.873 -4.087 -0.0011
O -0.338 -0.003 -1.836 0.0184
H 1.348 -1.271 -4.701 0.0001
H -0.057 -1.970 -3.822 -0.0001
H 1.554 -1.877 -3.026 0.0004
```

The following is a DFT calculation (wB97M-V/def2-TZVPD) of 3 unconnected molecules or ions with the total composition C16H28N3O5S3.

Results
Orbital gap   7.389 eV
Total charge   +1
HOMO energy   -11.557 eV

```
55
Properties=species:S:1:pos:R:3:nbo_charge:R:1
C -1.375 1.469 3.637 0.3006
N -2.228 1.033 2.799 -0.3947
C -2.131 1.818 1.555 -0.2542
C -1.728 3.168 2.109 -0.3777
C -0.647 2.692 3.151 -0.3078
C -0.586 3.678 4.322 -0.4078
C 0.384 3.257 5.435 -0.5359
S 1.996 3.935 4.973 0.3075
C 3.191 2.900 5.711 0.2934
N 4.383 3.284 5.679 -0.3031
N 5.115 2.275 6.316 -0.2606
C 4.288 1.404 6.671 0.2800
O 3.013 1.718 6.313 -0.4340
H -1.237 1.012 4.601 0.2356
H -2.864 0.264 2.960 0.4504
H -2.860 1.704 0.770 0.2865
H -1.222 1.430 1.093 0.2255
H -1.346 3.830 1.352 0.2607
H -2.579 3.557 2.652 0.2117
H 0.278 2.514 2.616 0.2830
H -0.217 4.621 3.930 0.2428
H -1.578 3.865 4.712 0.2247
H 0.075 3.658 6.389 0.2389
H 0.389 2.175 5.516 0.2091
H 4.570 0.521 7.204 0.2185
C -3.152 -0.855 -3.317 -0.4061
C -2.767 0.010 -4.524 -0.4032
C -2.154 1.309 -3.982 -0.6735
S -1.425 0.885 -2.398 2.1676
O -2.133 1.601 -1.351 -1.0013
O 0.011 0.958 -2.482 -0.9364
C -1.947 -0.821 -2.382 -0.6709
H -3.395 -1.874 -3.611 0.2427
H -4.026 -0.428 -2.819 0.2073
H -2.032 -0.520 -5.131 0.2208
H -3.625 0.220 -5.159 0.2327
H -1.375 1.702 -4.630 0.2595
H -2.909 2.073 -3.807 0.2484
H -2.178 -1.128 -1.364 0.2444
H -1.128 -1.418 -2.774 0.2674
C 3.163 -3.783 -3.445 -0.4061
C 2.755 -5.246 -3.667 -0.4019
C 1.314 -5.404 -3.164 -0.6749
S 0.544 -3.792 -3.353 2.1644
O 0.223 -3.273 -2.042 -0.9613
O -0.452 -3.841 -4.394 -0.9435
C 1.997 -2.944 -3.959 -0.6751
H 4.088 -3.537 -3.962 0.2332
H 3.313 -3.598 -2.379 0.2150
H 2.801 -5.479 -4.732 0.2146
H 3.424 -5.934 -3.154 0.2314
H 0.751 -6.130 -3.743 0.2583
H 1.280 -5.663 -2.107 0.2487
H 1.999 -1.920 -3.590 0.2606
H 1.951 -2.952 -5.047 0.2441
```

The following is a DFT calculation (wB97M-V/def2-TZVPD) of 2 unconnected molecules or ions with the total composition C2H6N4.

Results
Orbital gap (alpha / beta)   7.396 / 7.834 eV
SMILES   [H]/N=N\N=C.C=N
Total charge   0
Energy relative to the best compared isomer or geometry (same formula, charge and spin)   197.9 kcal/mol
HOMO energy (alpha / beta)   -8.285 / -8.550 eV

```
12
Properties=species:S:1:pos:R:3:nbo_charge:R:1
C -2.261 0.468 0.313 -0.0843
N -0.660 -1.052 -0.404 0.1519
N -1.092 0.144 -0.090 -0.2748
N 0.225 -1.720 0.142 -0.5233
H -0.108 -2.283 0.936 0.3834
H -2.613 0.200 1.301 0.1694
H -2.901 1.144 -0.229 0.1821
C 2.223 0.503 -0.642 -0.0653
N 1.583 1.335 0.034 -0.6051
H 0.448 1.017 0.391 0.3455
H 2.066 -0.586 -0.533 0.1636
H 3.092 0.831 -1.219 0.1571
```